Record 1
DFT (ωB97M-V/def2-TZVPD) results for a cluster of 10 separate species, C18H56O10 in total in a non-equilibrium geometry.

Values from the calculation:
multiplicity	2
electronic energy	-40035.8208	eV
strongest force on any atom	3.497	eV Å⁻¹
orbital gap (spin up / spin down)	0.337 / 0.089	hartree
energy above the lowest of the compared OMol25 structures with the same formula, charge and spin	15.9	kcal per mole
total charge	+1

Each line ends with the Mulliken spin population.
Positions of all 84 atoms, in Å:
C 3.72 3.11 -0.32  0.000
O 3.10 1.96 -0.79  0.000
H 3.25 4.05 -0.60  0.000
H 3.61 3.20 0.76  0.000
H 4.79 3.05 -0.48  0.000
H 3.13 2.08 -1.74  0.000
C 0.74 3.73 2.58  0.000
O -0.11 3.78 1.42  0.000
H 0.25 3.54 3.54  0.000
H 1.43 2.89 2.53  0.000
H 1.26 4.69 2.58  0.000
H 0.14 3.05 0.84  0.000
C 3.79 0.05 2.06  0.000
O 4.14 -0.05 3.47  0.000
H 3.60 -0.97 1.72  0.000
H 2.83 0.55 1.92  0.000
H 4.48 0.65 1.47  0.000
H 5.04 -0.38 3.51  0.000
C 0.10 0.28 0.25  0.006
O 0.54 1.58 0.10  -0.001
H -0.96 0.14 0.07  0.003
H 0.59 -0.43 -0.42  -0.002
H 0.28 -0.13 1.24  -0.004
H 1.44 1.58 -0.24  0.000
C -4.99 1.16 0.55  -0.001
O -3.64 1.08 0.93  0.001
H -5.31 0.32 -0.06  0.000
H -5.65 1.13 1.41  0.001
H -5.15 2.07 -0.03  0.000
H -3.45 1.98 1.19  0.000
C 0.99 -0.22 4.95  0.001
O 1.94 0.84 5.08  0.003
H 0.11 0.01 5.56  0.000
H 0.58 -0.17 3.94  -0.001
H 1.34 -1.21 5.20  0.000
H 2.61 0.55 4.45  0.000
C 2.02 -0.82 -3.63  0.000
C 0.66 -0.13 -3.79  0.000
C 0.79 1.32 -4.31  0.000
O -0.15 -0.91 -4.66  0.000
H 2.04 -1.91 -3.55  0.000
H 2.41 -0.32 -2.74  0.000
H 2.65 -0.59 -4.48  0.000
H 0.15 -0.22 -2.83  0.000
H 1.36 1.93 -3.60  0.000
H -0.13 1.79 -4.65  0.000
H 1.35 1.28 -5.24  0.000
H -1.07 -0.76 -4.45  0.000
C 1.91 -4.17 -1.40  0.000
C 2.41 -3.89 0.02  0.001
C 1.27 -3.80 1.08  -0.007
O 3.23 -4.92 0.43  0.000
H 1.39 -3.28 -1.75  0.000
H 1.12 -4.91 -1.29  0.000
H 2.64 -4.39 -2.18  0.000
H 2.96 -2.95 -0.02  0.000
H 0.62 -4.66 0.92  0.000
H 0.74 -2.87 0.87  0.008
H 1.59 -3.80 2.12  0.001
H 3.86 -5.16 -0.25  0.000
C -2.40 -3.64 2.79  0.018
C -2.59 -2.44 1.82  0.106
C -3.42 -2.64 0.47  0.121
O -3.17 -1.38 2.63  0.701
H -1.79 -3.45 3.67  0.002
H -1.94 -4.44 2.20  0.000
H -3.34 -4.04 3.17  0.005
H -1.63 -2.02 1.51  0.050
H -4.48 -2.58 0.69  -0.003
H -3.24 -3.63 0.06  0.005
H -3.07 -1.88 -0.22  -0.001
H -3.41 -0.73 1.97  -0.012
C -1.69 3.19 -1.89  0.000
C -2.98 2.54 -2.23  0.000
C -3.31 2.56 -3.79  0.000
O -2.88 1.17 -1.84  0.000
H -1.48 3.32 -0.83  0.000
H -1.70 4.24 -2.20  0.000
H -0.81 2.69 -2.30  0.000
H -3.80 3.03 -1.70  0.000
H -3.28 3.60 -4.12  0.000
H -4.31 2.12 -3.90  0.000
H -2.52 2.01 -4.30  0.000
H -3.20 1.01 -0.95  0.000

=====

Record 2
DFT (ωB97M-V/def2-TZVPD) results for a cluster of 10 separate species, C18H56O18 in total in a non-equilibrium geometry.

Values from the calculation:
electronic energy	-56424.4347	eV
strongest force on any atom	3.012	eV Å⁻¹
orbital gap	0.381	hartree
SMILES string	OCCO.OCCO.OCCO.OCCO.OCCO.OCCO.OCCO.OCCO.CO.CO
energy above the lowest of the compared OMol25 structures with the same formula, charge and spin	23.0	kcal per mole
total charge	0

Each line ends with the Löwdin charge.
Positions of all 92 atoms, in Å:
C 3.26 -1.99 -3.59  -0.224
C 2.37 -3.21 -3.60  -0.200
O 1.42 -3.24 -2.52  -0.074
O 4.33 -2.14 -2.64  -0.073
H 2.68 -1.06 -3.46  0.114
H 3.83 -1.87 -4.50  0.117
H 3.01 -4.10 -3.44  0.132
H 1.91 -3.25 -4.59  0.123
H 1.88 -3.19 -1.70  0.048
H 3.91 -2.01 -1.80  0.000
C -0.55 0.06 4.20  -0.201
C -1.55 -0.85 4.85  -0.170
O -2.81 -0.91 4.12  -0.098
O 0.10 -0.52 3.07  -0.100
H 0.18 0.34 4.89  0.108
H -1.04 0.97 3.84  0.121
H -1.71 -0.32 5.77  0.119
H -1.28 -1.87 5.08  0.128
H -2.70 -1.47 3.32  0.065
H 0.46 0.23 2.56  0.067
C 4.49 -0.49 0.49  -0.219
C 4.15 -2.01 0.53  -0.220
O 2.95 -2.18 -0.17  -0.122
O 3.56 0.25 1.25  -0.089
H 4.37 -0.23 -0.58  0.118
H 5.43 -0.29 1.04  0.133
H 4.02 -2.24 1.59  0.115
H 4.92 -2.77 0.11  0.155
H 2.23 -2.28 0.47  0.061
H 2.62 0.01 1.06  0.063
C 0.41 0.96 -5.41  -0.225
C -0.88 1.60 -4.93  -0.249
O -1.18 1.30 -3.60  -0.084
O 0.74 -0.22 -4.67  -0.061
H 1.17 1.71 -5.35  0.100
H 0.22 0.87 -6.46  0.099
H -1.69 1.09 -5.54  0.139
H -0.88 2.70 -5.13  0.130
H -0.64 1.82 -2.96  0.087
H -0.06 -0.50 -4.24  0.026
C -0.78 -3.63 1.45  -0.210
C 0.58 -4.03 1.82  -0.194
O 1.39 -2.88 2.11  -0.065
O -1.46 -2.81 2.41  -0.071
H -1.49 -4.40 1.25  0.127
H -0.68 -2.98 0.53  0.128
H 1.07 -4.52 1.05  0.105
H 0.52 -4.65 2.68  0.119
H 0.87 -2.13 2.43  0.044
H -0.89 -2.04 2.44  0.020
C 2.16 3.64 1.63  -0.215
C 1.19 3.03 2.62  -0.172
O 0.45 1.98 1.95  -0.126
O 1.58 4.22 0.46  -0.073
H 2.64 2.74 1.19  0.111
H 2.95 4.29 2.04  0.132
H 0.43 3.63 3.06  0.101
H 1.84 2.54 3.36  0.130
H -0.32 2.43 1.56  0.075
H 0.79 4.66 0.84  0.102
C -3.04 1.63 0.75  -0.212
C -3.48 0.28 1.23  -0.263
O -4.30 0.52 2.34  -0.080
O -2.37 2.27 1.81  -0.092
H -4.03 2.08 0.50  0.129
H -2.43 1.67 -0.21  0.144
H -2.61 -0.38 1.54  0.126
H -4.01 -0.14 0.38  0.114
H -4.11 -0.13 3.09  0.093
H -2.73 2.01 2.65  0.087
C -3.27 -1.86 -2.93  -0.203
C -1.96 -2.53 -2.49  -0.219
O -0.89 -1.83 -3.10  -0.090
O -3.38 -0.52 -2.42  -0.075
H -4.07 -2.35 -2.41  0.111
H -3.31 -1.93 -3.99  0.112
H -1.94 -3.55 -2.77  0.110
H -1.81 -2.39 -1.40  0.112
H -0.06 -2.27 -2.98  0.027
H -2.82 0.08 -2.93  0.048
C -2.69 5.92 2.39  -0.114
O -1.57 5.00 2.17  -0.162
H -2.52 6.59 1.61  0.049
H -3.71 5.49 2.41  0.092
H -2.58 6.37 3.39  0.078
H -2.03 4.17 1.93  0.037
C 0.94 0.99 -0.83  -0.130
O 0.17 2.18 -0.95  -0.126
H 2.01 1.16 -1.00  0.096
H 0.83 0.51 0.12  0.045
H 0.54 0.30 -1.58  0.079
H 0.73 2.87 -0.54  0.047